{
  "formula": "C25H24N6O4RuS8",
  "method": "wB97M-V/def2-TZVPD",
  "homo_energy_ev": [-4.22, -4.22],
  "charge": -1,
  "s2": 0.7610,
  "de_lowest_ev": 0.802,
  "energy_ev": -132713.2931,
  "multiplicity": 2,
  "symbols": ["Ru", "S", "S", "S", "S", "O", "C", "O", "C", "C", "C", "C", "C", "C", "N", "C", "C", "C", "C", "C", "C", "N", "H", "H", "H", "H", "H", "H", "H", "H", "H", "H", "O", "S", "N", "C", "N", "C", "C", "C", "O", "H", "H", "H", "H", "H", "H", "H", "H", "H", "S", "C", "S", "C", "N", "N", "C", "C", "C", "C", "C", "C", "S", "H", "H", "H", "H", "H"],
  "xyz": [[2.0504, 1.0951, 0.8925], [1.9371, 3.3026, 1.7015], [2.2328, 4.5174, 0.0872], [1.2739, 3.4060, -1.5527], [0.3900, 1.8025, -0.6495], [-5.6048, -0.4768, 2.4317], [-4.8935, 0.6125, 2.0703], [-5.4616, 1.6161, 1.7395], [-3.3986, 0.5016, 2.1413], [-2.7253, -0.7109, 2.2565], [-1.3432, -0.7354, 2.3318], [-0.6451, 0.4636, 2.2822], [-1.2965, 1.6805, 2.1264], [-2.6776, 1.6910, 2.0714], [0.7833, 0.4519, 2.3587], [1.3291, -0.1071, 3.3787], [2.7809, -0.0903, 3.4526], [3.5114, -0.6376, 4.5005], [4.8903, -0.5401, 4.4578], [5.4864, 0.0981, 3.3771], [4.6918, 0.6193, 2.3718], [3.3649, 0.5283, 2.4108], [-5.0113, -1.2035, 2.6531], [-3.2472, -1.6595, 2.2109], [-0.8141, -1.6775, 2.3272], [-0.7207, 2.5936, 2.0638], [-3.2162, 2.6200, 1.9508], [0.7357, -0.5386, 4.1787], [3.0013, -1.1256, 5.3185], [5.4936, -0.9575, 5.2523], [6.5610, 0.1858, 3.3029], [5.0960, 1.1200, 1.5017], [4.0016, -2.3892, -0.6207], [2.7033, -2.1650, 0.0344], [2.2803, -0.7786, 0.2807], [5.7373, 2.9218, -1.3926], [5.0188, 1.8678, -2.0856], [5.4959, 1.5041, -3.4066], [3.9015, 1.3354, -1.5615], [3.1183, 0.3823, -2.4044], [3.5877, 1.6648, -0.4011], [5.8071, 3.8017, -2.0352], [6.7477, 2.5914, -1.1395], [5.1938, 3.1955, -0.4940], [6.5301, 1.8315, -3.4943], [4.9136, 1.9856, -4.1964], [5.4659, 0.4261, -3.5521], [3.0466, 0.7473, -3.4269], [2.1220, 0.2653, -1.9879], [3.6137, -0.5924, -2.4007], [-6.0752, -4.6406, -0.4799], [-4.6541, -3.8030, -0.7611], [-3.1855, -4.1639, 0.0830], [-2.3466, -2.8304, -0.7052], [-3.1162, -2.2068, -1.5465], [-4.3923, -2.7606, -1.5715], [-5.3062, -2.0872, -2.4275], [-6.3109, -2.7698, -3.1013], [-7.1710, -2.0688, -3.9335], [-7.0370, -0.7003, -4.1026], [-6.0221, -0.0294, -3.4330], [-5.1549, -0.7141, -2.6007], [-0.7262, -2.4978, -0.3181], [-6.4189, -3.8342, -2.9691], [-7.9526, -2.6078, -4.4542], [-7.7149, -0.1599, -4.7505], [-5.9010, 1.0390, -3.5564], [-4.3541, -0.2056, -2.0859]],
  "forces_ev_per_a": [[-0.2, 0.5, -0.3], [0.2, -0.2, -0.1], [-0.3, -0.3, -0.3], [0.2, 0.0, 0.3], [0.2, 0.2, 0.1], [0.0, 0.1, -0.1], [0.0, -0.1, 0.0], [0.0, 0.0, 0.1], [0.0, 0.0, 0.0], [-0.1, 0.2, -0.1], [0.1, 0.1, 0.0], [-0.1, -0.1, 0.0], [-0.1, 0.0, 0.1], [0.1, 0.0, 0.0], [0.0, -0.2, 0.3], [-0.1, 0.2, -0.3], [0.0, 0.0, -0.1], [0.0, 0.1, -0.1], [0.0, 0.0, -0.1], [0.0, 0.0, 0.0], [0.0, 0.0, 0.0], [0.2, -0.1, 0.2], [0.0, 0.0, 0.0], [0.0, -0.1, 0.0], [0.0, 0.0, 0.0], [0.0, 0.0, 0.0], [0.0, 0.0, 0.0], [0.0, 0.0, 0.0], [0.0, 0.0, 0.0], [0.0, 0.0, 0.0], [0.0, 0.0, 0.0], [0.0, 0.0, 0.0], [0.1, -0.1, 0.1], [0.0, 0.3, -0.3], [-0.1, -0.4, 0.4], [0.0, 0.0, 0.0], [-0.1, 0.0, 0.0], [0.0, 0.0, 0.0], [0.0, 0.1, 0.0], [0.0, 0.0, 0.0], [0.2, -0.1, 0.2], [0.0, 0.0, 0.0], [0.0, 0.0, 0.0], [0.0, 0.0, 0.0], [0.0, 0.0, 0.0], [0.0, 0.0, 0.0], [0.0, 0.0, 0.0], [0.0, 0.0, 0.0], [0.0, 0.0, 0.0], [0.0, 0.0, 0.0], [0.0, 0.0, 0.0], [-0.1, -0.1, 0.1], [0.0, 0.0, 0.1], [0.2, 0.0, 0.1], [0.0, 0.1, 0.1], [0.0, 0.0, -0.1], [-0.1, 0.0, 0.0], [0.1, 0.0, 0.0], [0.0, 0.0, 0.0], [0.0, 0.0, 0.0], [0.0, 0.0, 0.0], [0.0, -0.1, 0.1], [0.0, -0.1, -0.2], [0.0, 0.0, 0.0], [0.0, 0.0, 0.0], [0.0, 0.0, 0.0], [0.0, 0.0, 0.0], [0.0, 0.0, 0.0]]
}

=====

{
  "formula": "C20H10Cl5N2O4Zr",
  "method": "wB97M-V/def2-TZVPD",
  "homo_energy_ev": -11.19,
  "charge": 1,
  "de_lowest_ev": 1.080,
  "energy_ev": -95961.2147,
  "symbols": ["Zr", "O", "C", "C", "C", "C", "C", "C", "C", "O", "N", "N", "C", "C", "C", "C", "C", "C", "C", "O", "H", "H", "H", "H", "H", "H", "H", "H", "H", "H", "Cl", "C", "C", "Cl", "C", "Cl", "C", "O", "C", "Cl", "C", "Cl"],
  "xyz": [[-0.5815, -0.3955, -0.2397], [3.6881, 2.1400, 1.8092], [4.0073, 0.8430, 1.7826], [5.1912, 0.4667, 2.4199], [5.5879, -0.8502, 2.4385], [4.8207, -1.8425, 1.8194], [3.6578, -1.4890, 1.1842], [3.2256, -0.1495, 1.1528], [1.9831, 0.1584, 0.4770], [1.3133, -0.8159, -0.1375], [1.5132, 1.3900, 0.4682], [0.3277, 1.4501, -0.2463], [-0.1368, 2.5099, -0.8117], [-1.1845, 2.4036, -1.8019], [-1.7899, 3.5829, -2.2682], [-2.6687, 3.5667, -3.3237], [-2.9323, 2.3609, -3.9746], [-2.3393, 1.1873, -3.5540], [-1.4853, 1.1772, -2.4555], [-0.9431, 0.0058, -2.0556], [2.8342, 2.2771, 1.3563], [5.7755, 1.2429, 2.8949], [6.5076, -1.1181, 2.9415], [5.1453, -2.8730, 1.8368], [3.0534, -2.2361, 0.6881], [0.3286, 3.4755, -0.6259], [-1.5430, 4.5157, -1.7762], [-3.1345, 4.4823, -3.6585], [-3.6007, 2.3415, -4.8248], [-2.5280, 0.2481, -4.0571], [-4.2276, -5.2576, 1.3147], [-3.4818, -3.7299, 1.1927], [-2.2606, -3.5000, 1.8378], [-1.4453, -4.7516, 2.6632], [-1.6969, -2.2345, 1.7758], [-0.0680, -1.8764, 2.2388], [-2.3574, -1.1717, 1.1406], [-1.8239, 0.0655, 1.1417], [-3.4506, -1.4916, 0.3157], [-3.8049, -0.3020, -0.8811], [-4.0491, -2.7400, 0.3764], [-5.4270, -3.0663, -0.5744]],
  "forces_ev_per_a": [[0.2, -2.8, -1.2], [0.0, 0.1, 0.0], [0.0, -0.1, 0.0], [0.0, 0.1, 0.0], [0.0, 0.0, 0.0], [0.0, 0.0, 0.0], [0.0, 0.0, 0.0], [0.0, -0.1, 0.0], [0.3, 0.5, 0.1], [1.6, 0.2, 0.2], [0.2, 0.2, 0.2], [0.6, 0.9, -0.1], [0.2, -0.1, -0.1], [0.0, -0.1, 0.0], [0.1, 0.0, 0.1], [0.0, 0.0, 0.0], [0.0, 0.0, 0.0], [0.0, -0.2, 0.0], [-0.2, 0.4, -0.3], [-0.4, 0.8, -1.4], [0.0, 0.0, 0.0], [0.0, 0.0, 0.0], [0.0, 0.0, 0.0], [0.0, 0.0, 0.0], [0.0, 0.0, 0.0], [0.0, 0.0, 0.0], [0.0, 0.0, 0.0], [0.0, 0.0, 0.0], [0.0, 0.0, 0.0], [0.0, 0.0, 0.0], [0.0, 0.0, 0.0], [0.0, 0.0, 0.0], [0.0, -0.1, 0.0], [0.0, 0.0, 0.0], [0.0, 0.3, -0.1], [-0.1, -0.4, 0.8], [-0.6, -0.5, 0.2], [-1.3, 0.7, 1.6], [0.3, 0.4, 0.0], [-0.8, -0.1, 0.2], [0.0, 0.0, 0.0], [0.0, 0.0, 0.0]]
}

=====

{
  "formula": "C3H6O4",
  "method": "wB97M-V/def2-TZVPD",
  "homo_energy_ev": -10.48,
  "smiles": "COC=O.O=CO",
  "de_lowest_ev": 1.509,
  "energy_ev": -11397.1838,
  "symbols": ["C", "C", "C", "O", "O", "O", "O", "H", "H", "H", "H", "H", "H"],
  "xyz": [[-0.9319, 0.8815, -0.5379], [-2.4751, -0.7997, 0.3256], [3.1407, -0.2435, -0.1032], [-0.1195, 0.9425, 0.3786], [2.3644, -1.1073, -0.3765], [2.6484, 0.9350, 0.3779], [-2.1162, 0.2896, -0.5064], [-3.1065, -0.5748, 1.0760], [-1.6476, -1.2341, 0.6682], [-2.9543, -1.4339, -0.3102], [4.2819, -0.1148, -0.0123], [-0.8268, 1.4067, -1.5011], [1.7424, 1.0530, 0.5215]],
  "forces_ev_per_a": [[0.8, 0.5, 1.7], [0.5, 1.7, -2.0], [-1.4, 2.2, 1.8], [-1.4, -0.5, -1.4], [1.3, -1.1, -0.7], [4.6, 0.4, -0.3], [-0.1, 0.8, -1.0], [-2.0, 1.4, 2.6], [3.4, -1.8, 1.6], [-1.4, -2.0, -1.7], [-1.5, -0.9, -0.7], [0.1, -0.1, 0.3], [-2.9, -0.6, -0.1]]
}

=====

{
  "formula": "C32H27P2S2W",
  "method": "wB97M-V/def2-TZVPD",
  "homo_energy_ev": -17.14,
  "charge": 3,
  "de_lowest_ev": 0.000,
  "energy_ev": -75669.1717,
  "symbols": ["W", "S", "P", "C", "P", "S", "C", "C", "C", "C", "C", "C", "C", "C", "C", "C", "C", "C", "C", "C", "C", "C", "C", "C", "C", "C", "C", "C", "C", "C", "H", "H", "H", "H", "H", "H", "H", "H", "H", "H", "H", "H", "H", "H", "H", "H", "H", "H", "H", "H", "C", "C", "C", "C", "C", "C", "C", "H", "H", "H", "H", "H", "H", "H"],
  "xyz": [[0.1833, 2.2210, -1.3059], [-2.1131, 1.7052, -1.4009], [-1.6009, -0.1178, -0.4961], [-0.0237, 0.6075, -0.2088], [1.3576, 0.5103, 0.8718], [1.8907, 2.4620, 0.4077], [2.6047, -0.6296, 0.3048], [2.8754, -1.7576, 1.0802], [3.8092, -2.6797, 0.6311], [4.4708, -2.4737, -0.5703], [4.2067, -1.3415, -1.3378], [3.2735, -0.4203, -0.9033], [1.0498, 0.2923, 2.6098], [1.8984, 0.9660, 3.4937], [1.7859, 0.7370, 4.8531], [0.8407, -0.1658, 5.3276], [0.0109, -0.8473, 4.4463], [0.1109, -0.6246, 3.0828], [-2.6414, -0.4524, 0.8923], [-3.3094, -1.6762, 0.9775], [-4.1589, -1.9088, 2.0476], [-4.3486, -0.9248, 3.0085], [-3.6885, 0.3005, 2.9157], [-2.8335, 0.5421, 1.8611], [-1.5823, -1.4226, -1.6950], [-2.4149, -1.3972, -2.8147], [-2.3919, -2.4673, -3.6951], [-1.5506, -3.5464, -3.4552], [-0.7235, -3.5678, -2.3369], [-0.7313, -2.5052, -1.4504], [2.3819, -1.9125, 2.0313], [4.0291, -3.5516, 1.2318], [5.2094, -3.1885, -0.9075], [4.7454, -1.1757, -2.2607], [3.0950, 0.4805, -1.4806], [2.6419, 1.6672, 3.1314], [2.4351, 1.2585, 5.5426], [0.7575, -0.3438, 6.3913], [-0.7114, -1.5596, 4.8212], [-0.5235, -1.1797, 2.4042], [-3.1720, -2.4350, 0.2174], [-4.6822, -2.8519, 2.1232], [-5.0234, -1.1066, 3.8345], [-3.8512, 1.0605, 3.6676], [-2.3153, 1.4923, 1.7899], [-3.0931, -0.5702, -2.9901], [-3.0386, -2.4639, -4.5618], [-1.5419, -4.3816, -4.1426], [-0.0763, -4.4151, -2.1566], [-0.0826, -2.5238, -0.5803], [0.7316, 1.4927, -3.4162], [0.6399, 2.9229, -3.3838], [1.7400, 3.6072, -2.7818], [1.5001, 4.4631, -1.7173], [0.1778, 4.7423, -1.2749], [-0.8848, 4.3962, -2.1174], [-0.6674, 3.4703, -3.1499], [1.7111, 1.0294, -3.4708], [-0.0993, 0.9086, -3.7981], [2.7510, 3.2903, -3.0132], [2.3391, 4.8470, -1.1485], [0.0172, 5.3323, -0.3821], [-1.8939, 4.7164, -1.8855], [-1.5022, 3.0645, -3.7078]],
  "forces_ev_per_a": [[0.1, 0.2, 0.5], [-0.2, -0.1, -0.1], [-0.1, 0.1, 0.3], [0.1, -0.4, -0.2], [-0.1, -0.2, 0.2], [0.2, -0.1, -0.2], [-0.1, 0.1, 0.0], [0.0, 0.0, 0.1], [0.0, 0.0, 0.0], [0.0, 0.0, 0.0], [0.0, 0.0, 0.0], [0.0, 0.0, -0.1], [0.1, 0.1, -0.1], [0.0, 0.1, 0.0], [0.0, 0.0, 0.0], [0.0, 0.0, 0.0], [0.0, 0.0, 0.0], [0.0, -0.1, 0.0], [0.1, 0.1, -0.2], [0.0, -0.1, -0.1], [0.0, 0.0, 0.0], [0.0, 0.0, 0.0], [0.0, 0.0, 0.0], [0.1, 0.0, 0.0], [0.1, 0.1, 0.0], [-0.1, 0.0, 0.0], [0.0, 0.0, 0.0], [0.0, 0.0, 0.0], [0.0, 0.0, 0.0], [0.0, 0.0, 0.0], [0.0, 0.0, 0.0], [0.0, 0.0, 0.0], [0.0, 0.0, 0.0], [0.0, 0.0, 0.0], [0.0, 0.0, 0.0], [0.0, 0.0, 0.0], [0.0, 0.0, 0.0], [0.0, 0.0, 0.0], [0.0, 0.0, 0.0], [0.0, 0.0, 0.0], [0.0, 0.0, 0.0], [0.0, 0.0, 0.0], [0.0, 0.0, 0.0], [0.0, 0.0, 0.0], [0.0, 0.0, 0.0], [0.0, 0.0, 0.0], [0.0, 0.0, 0.0], [0.0, 0.0, 0.0], [0.0, 0.0, 0.0], [0.0, 0.0, 0.0], [0.0, 0.1, 0.2], [0.1, 0.0, 0.0], [-0.1, 0.0, 0.1], [0.0, 0.0, 0.0], [0.0, 0.1, -0.1], [0.0, 0.0, 0.0], [0.0, 0.0, -0.1], [0.0, 0.0, -0.1], [0.1, 0.0, -0.1], [0.0, 0.0, 0.0], [0.0, 0.0, 0.0], [0.0, 0.0, 0.0], [0.0, 0.0, 0.0], [0.0, 0.0, 0.0]]
}

=====

{
  "formula": "C3H9NO2S",
  "method": "wB97M-V/def2-TZVPD",
  "homo_energy_ev": [-9.11, -10.44],
  "de_lowest_ev": 6.634,
  "energy_ev": -19671.7787,
  "symbols": ["C", "C", "C", "N", "O", "O", "S", "H", "H", "H", "H", "H", "H", "H", "H", "H"],
  "xyz": [[-0.5287, 0.0883, -2.1293], [1.1664, -0.2501, 1.7689], [-0.2599, -0.6645, -0.8527], [-2.0265, -0.2707, 1.0990], [2.2488, 0.1766, -0.6303], [0.4678, 1.7116, 0.1325], [1.0390, 0.4081, 0.0877], [-1.1740, 0.8874, -1.7035], [-1.0186, -0.6746, -2.7798], [0.4369, 0.5664, -2.3363], [1.4640, -1.3194, 2.0405], [2.0976, 0.2747, 1.9160], [0.4918, 0.3264, 2.4856], [0.1044, -1.7294, -0.8976], [-2.9449, -0.1810, 0.6938], [-1.5641, 0.6502, 1.1056]],
  "forces_ev_per_a": [[-1.0, -0.7, 2.3], [0.7, 1.0, 1.1], [2.5, 0.3, 1.3], [1.5, -0.4, 0.2], [1.1, 0.0, 0.0], [-0.1, 1.2, 0.6], [-3.4, -3.8, -0.7], [-0.1, -0.2, -1.3], [0.5, 1.4, -0.2], [-0.3, -0.3, -1.1], [-1.2, 1.3, -1.0], [0.9, 0.3, 0.6], [0.4, -1.4, -1.2], [-0.7, 1.0, 0.3], [-0.4, 0.4, -0.5], [-0.6, -0.1, -0.2]]
}

=====

{
  "formula": "C4H10O3",
  "method": "wB97M-V/def2-TZVPD",
  "homo_energy_ev": -9.49,
  "smiles": "CC(O)(CO)CO",
  "de_lowest_ev": 1.944,
  "energy_ev": -10451.2996,
  "symbols": ["C", "C", "C", "C", "O", "O", "O", "H", "H", "H", "H", "H", "H", "H", "H", "H", "H"],
  "xyz": [[0.1517, -0.0691, -0.0631], [0.1463, 1.0433, 0.9093], [-1.3427, 0.3577, -0.8199], [0.0733, -1.4753, 0.4961], [1.1681, 0.0718, -1.0208], [1.5047, 0.8157, 1.7069], [-1.3973, -0.3864, -2.0240], [1.9099, -0.4943, -0.7479], [-0.5933, -0.1579, -2.5232], [2.1876, 1.3452, 1.2629], [0.2346, 2.0379, 0.4735], [-0.6111, 0.9633, 1.6862], [-1.4536, 1.4179, -1.0658], [-2.1688, 0.0369, -0.1824], [1.0266, -1.7580, 0.9521], [-0.6983, -1.5561, 1.2646], [-0.1376, -2.1927, -0.3046]],
  "forces_ev_per_a": [[-3.9, 1.4, -1.2], [4.3, -0.6, 2.5], [2.2, -1.9, -0.4], [0.1, 0.0, -0.1], [0.2, -0.2, -0.1], [-1.7, 0.9, -0.8], [-0.1, 0.1, -0.2], [-0.3, 0.3, -0.1], [-0.3, -0.2, 0.3], [-0.5, -0.2, 0.1], [-0.3, -0.2, -0.1], [-0.1, 0.1, -0.2], [0.4, 0.1, 0.4], [0.1, 0.0, 0.0], [0.0, 0.1, 0.0], [0.0, 0.0, -0.1], [-0.1, 0.2, 0.1]]
}